The following is a DFT calculation (the ωB97M-V functional and the def2-TZVPD basis) of 4 unconnected molecules or ions with the total composition C23H54N4O2 at a distorted geometry.

Computed properties:
structure (SMILES) = NC[C@H]1COC(=O)C1.CCN(CC)CC.CCN(CC)CC.CCN(CC)CC
HOMO = -8.16 eV
orbital gap = 8.840 eV

XYZ file:
```
83
Properties=species:S:1:pos:R:3:forces:R:3
O 3.61572 -5.30389 -0.40431 0.5 -1.1 1.0
O 4.28869 -7.40022 -1.09830 -0.7 2.2 3.0
N -4.45783 2.53376 -5.41304 0.3 -0.2 0.0
N 2.94024 -2.12042 4.04658 0.2 -0.4 -0.1
N 6.97208 -6.13659 1.13038 -0.4 0.6 -0.1
N -1.50559 2.15783 0.93328 0.3 -0.2 0.0
C -0.12330 2.50496 0.60928 0.1 0.0 0.2
C -2.28971 1.64158 -0.18456 -0.3 -0.1 0.2
C -5.11402 3.53262 -4.57648 -0.2 0.0 -0.1
C -5.24276 2.01429 -6.52862 -0.3 -0.1 0.2
C 0.11822 3.74820 -0.24718 0.2 0.1 -0.2
C 1.75400 -0.44243 2.61048 0.1 0.0 0.0
C -6.46756 3.10048 -4.02379 0.0 -0.1 -0.1
C -3.07619 2.88150 -5.73951 0.1 0.0 0.2
C 2.41740 -2.81505 6.45429 0.0 -0.1 0.3
C 4.12641 -1.28814 4.22486 0.0 0.2 -0.3
C 2.79112 -3.19861 5.02250 -0.1 -0.1 -0.2
C -3.51642 2.72020 2.31988 0.0 -0.1 -0.1
C 4.06568 -6.63473 -0.15401 0.3 -0.8 -1.5
C 6.07981 -4.94161 1.21240 -0.1 0.6 0.5
C 4.62261 -5.30038 1.76183 -2.0 -0.7 0.2
C 4.10325 -0.26172 5.35872 0.3 0.1 0.1
C 1.69090 -1.41260 3.78467 0.1 0.2 0.0
C -5.73908 3.01937 -7.56965 0.0 -0.1 -0.3
C -2.83624 4.12297 -6.59901 0.2 0.1 -0.2
C -2.16205 3.15532 1.77157 -0.2 0.0 -0.1
C -2.78382 2.64946 -1.22362 -0.1 -0.1 -0.3
C 3.42806 -4.64097 0.89607 1.1 -1.6 1.2
C 4.21868 -6.83429 1.43520 0.2 1.2 -0.7
H 7.96035 -5.87421 1.22398 -0.8 -0.2 -0.3
H 0.77218 0.01334 2.45716 0.0 -0.1 0.0
H 1.17225 4.03510 -0.19314 0.0 0.0 0.0
H -2.00086 2.89914 -1.94030 -0.1 0.1 0.1
H -6.11196 1.48716 -6.12219 0.1 0.1 0.1
H -3.60443 2.20830 -1.79609 0.0 0.0 0.0
H 3.71226 -3.79156 5.04795 0.1 0.2 -0.1
H -2.59356 2.02382 -6.22040 -0.2 0.0 0.0
H -3.42238 4.98276 -6.26770 0.0 -0.1 0.0
H -0.46775 4.60760 0.08542 0.0 -0.1 0.0
H -4.67217 1.23008 -7.03779 0.2 0.1 0.2
H 6.56572 -4.20074 1.94413 -0.8 -1.0 -1.1
H 2.03357 -0.95809 1.68774 0.0 0.0 0.1
H 4.33189 -0.72296 6.31966 -0.1 0.1 0.0
H -6.56001 2.57639 -8.13973 0.0 0.0 0.0
H -7.19999 2.92897 -4.81527 0.0 0.0 0.0
H 4.31797 -0.75607 3.28733 -0.2 0.0 0.0
H 5.95009 -4.41232 0.21252 0.2 -0.6 1.2
H 0.91347 -2.14761 3.55193 0.2 -0.1 0.2
H -3.05673 3.93481 -7.64994 -0.1 0.1 0.0
H -4.47146 3.74654 -3.71599 0.2 -0.1 -0.2
H 3.51330 -3.51277 0.93483 -0.5 -1.4 -0.8
H 4.41604 -5.03278 2.85682 0.7 -0.4 -1.5
H -4.24698 2.55086 1.52620 0.0 0.0 0.0
H -4.95792 3.26890 -8.28802 -0.1 0.1 0.1
H 4.97125 -7.58332 1.82634 -0.9 0.8 -1.1
H 4.87407 0.49288 5.18133 0.0 0.0 0.0
H 2.45826 -5.11267 1.29225 1.2 1.6 -0.3
H 1.34570 -0.86159 4.66970 -0.1 0.0 0.0
H 3.27097 -2.41235 6.99982 -0.1 0.1 0.0
H -2.53210 3.01496 -4.79712 -0.2 0.0 0.1
H 3.14769 0.25797 5.43750 0.0 0.0 0.0
H -6.11122 3.94150 -7.12163 0.0 0.0 0.0
H -5.24756 4.48251 -5.11178 0.0 0.1 0.0
H 6.80816 -6.67153 0.26596 0.3 0.5 0.6
H -3.91959 3.50363 2.96664 0.1 0.0 0.0
H 1.60259 -2.08928 6.49541 0.1 0.0 0.0
H 2.46200 0.37045 2.78558 0.0 0.0 0.0
H -2.29455 4.10683 1.23900 0.0 0.1 0.0
H 0.35980 1.64829 0.12674 -0.2 0.0 0.0
H -6.86871 3.88653 -3.37889 0.1 0.0 0.0
H -1.71941 0.85800 -0.69504 0.2 0.1 0.2
H -1.78234 4.41064 -6.54666 0.0 0.0 0.0
H 2.08727 -3.70310 7.00055 0.0 0.0 -0.1
H -3.15987 1.11424 0.21946 0.1 0.1 0.1
H -1.51991 3.36664 2.63290 0.2 -0.1 -0.2
H -0.10126 3.56244 -1.29876 -0.1 0.1 0.0
H 5.00453 -1.93175 4.34816 -0.2 -0.2 0.0
H 2.02631 -3.88882 4.64726 0.0 0.2 -0.1
H -3.15573 3.57128 -0.77428 0.0 0.0 0.0
H -3.42596 1.80679 2.91345 0.0 0.0 -0.1
H -6.37655 2.18901 -3.42715 0.0 0.0 -0.1
H 0.42025 2.63603 1.55234 -0.2 0.0 0.1
H 3.16473 -7.10175 1.79192 1.5 0.5 -0.2
```
Forces are in eV/Å.

---

The following is a DFT calculation (the ωB97M-V functional and the def2-TZVPD basis) of 6 unconnected molecules or ions with the total composition C46H76BF15N2O13PS at a distorted geometry.

Computed properties:
net charge = -1
HOMO = -4.68 eV
orbital gap = 6.218 eV

XYZ file:
```
155
Properties=species:S:1:pos:R:3:forces:R:3
S -2.57813 3.42168 8.92942 0.3 0.2 0.1
P 0.28787 2.76630 6.61702 1.5 0.3 0.0
F 3.41883 3.55033 -1.33106 0.0 0.0 0.0
F 1.62436 4.01750 -2.45395 0.0 0.0 0.0
F -2.84925 0.10787 -12.42334 0.0 0.0 0.0
F 2.33532 -2.97834 -3.63997 0.1 -0.1 0.0
F 6.88626 -0.04071 -6.80775 0.1 0.1 -0.2
F 5.43522 1.13193 -7.91227 0.0 0.0 0.0
F -4.33610 -0.10940 -2.17871 0.0 0.1 0.0
F 4.00357 -4.23669 -3.05920 0.0 0.0 0.0
F -5.11455 -1.71306 -3.39217 -0.1 -0.1 0.0
F -2.02452 0.84155 -10.56212 0.0 0.0 0.0
F -6.15543 0.17667 -3.31731 -0.1 0.0 0.1
F -3.81392 1.74315 -11.37566 0.0 0.0 0.0
F 2.75659 -3.33309 -1.54459 0.0 0.0 0.0
F 2.52447 2.05657 -2.61293 0.0 0.0 -0.1
F 7.53288 1.63035 -8.02041 0.0 0.0 0.0
O -0.26166 1.56159 7.73558 -0.5 0.1 -0.2
O 4.21134 -1.10015 -1.81713 0.0 0.0 0.1
O 4.91049 -1.83054 -3.83408 0.0 -0.1 -0.1
O -1.42652 3.32637 6.53260 -0.1 0.4 -0.3
O -6.74769 -2.31117 -1.33871 0.0 -0.1 -0.1
O 0.84091 1.49369 -0.60711 -0.1 -0.2 -0.2
O -6.40320 -0.24047 -0.50933 0.0 0.1 -0.1
O 7.46459 -0.03190 -10.13491 0.1 0.1 0.0
O -3.59329 -1.06362 -9.51384 0.1 0.0 0.0
O -3.88199 1.58344 5.51438 0.0 -0.3 0.3
O 6.11583 -1.40905 -8.96046 0.0 0.0 0.1
O -5.21386 -0.50024 -10.97730 0.0 0.1 -0.1
O 1.31021 3.49416 0.32157 0.1 0.0 -0.2
N -4.81538 3.49178 6.64409 0.0 -0.2 -0.6
N 0.62238 3.96346 7.92945 0.0 -0.4 -0.1
C -0.39573 -1.49665 -4.83735 -0.1 0.3 -0.6
C 6.82215 -0.31166 -9.16786 -0.1 -0.1 -0.1
C -1.23586 -0.76883 -7.15124 0.1 0.5 -0.2
C -7.13598 -0.55698 0.69281 -0.2 0.0 0.4
C 2.07243 2.00564 6.62838 -0.1 0.1 0.8
C -1.33563 -1.62733 -3.64332 0.3 0.0 0.1
C 7.04137 -0.84751 -3.14187 -0.1 -0.2 0.2
C -3.15348 0.59231 -11.21077 0.0 0.0 0.0
C -1.60634 1.20229 7.42204 1.4 0.7 0.5
C -6.28684 -1.21045 -1.39834 -0.1 0.0 0.2
C 2.25929 3.05191 -1.77290 0.0 0.0 0.0
C 0.10326 -2.82297 0.63379 -0.3 0.5 0.2
C 3.09559 2.71106 7.45541 0.6 0.6 -0.5
C 6.67134 0.62447 -7.95503 0.0 0.2 0.2
C 4.20891 -1.88819 -2.71335 0.0 0.2 -0.1
C -6.69043 -0.88129 -9.06200 0.2 0.2 0.0
C 7.42716 -3.18240 -10.01988 0.1 0.1 0.2
C -3.09857 -0.84314 8.04847 0.3 -0.1 -0.2
C -5.45382 -0.70830 -2.59082 0.3 0.0 -0.3
C -2.93289 -1.32108 6.61475 0.1 -0.2 0.1
C 5.59837 5.57480 6.94120 -0.4 -0.2 0.0
C -2.07508 0.22818 8.48137 -0.6 -0.3 -0.2
C 4.23119 3.13778 9.54887 0.1 0.3 -0.6
C 4.99344 4.16355 8.95933 -0.5 -0.5 -0.1
C 5.78699 -0.69189 -3.97514 0.3 0.3 0.1
C 3.29126 2.41649 8.80676 0.6 0.6 0.0
C -4.00666 -0.43145 -10.43770 -0.2 -0.1 0.0
C -6.12832 -1.42739 -10.35640 -0.3 -0.3 0.1
C -1.35107 -2.22626 4.89031 -0.1 -0.3 0.1
C -0.76175 -0.32178 -5.77820 -0.3 -0.5 0.3
C -1.66501 -2.14375 6.39148 -0.1 0.0 -0.7
C 4.81954 4.47194 7.61101 -0.5 -0.4 0.0
C 1.37808 2.56023 -0.60799 -0.1 0.2 0.4
C 0.51719 3.17872 1.49499 -0.2 -0.1 0.5
C 0.20947 -3.08254 2.14917 0.1 -0.3 -0.4
C 3.87730 3.73862 6.87956 0.0 -0.4 0.7
C -1.27168 -1.63660 -1.11989 -0.5 -0.8 0.2
C -1.30774 -2.58079 0.08534 0.7 0.3 -0.6
C -6.30545 -1.37985 1.65363 0.2 -0.1 -0.2
C 1.24526 2.25010 2.44140 0.2 -0.1 -0.2
C 3.30855 -3.13764 -2.73305 0.0 -0.1 0.0
C 6.13677 -2.39261 -10.01522 -0.1 -0.3 -0.3
C -1.01506 -3.65691 2.84873 0.4 -0.2 0.5
C -0.83771 -3.56697 4.37318 0.3 0.1 -0.3
C -0.69625 -2.25445 -2.38999 -0.1 0.7 -0.5
C -2.30201 2.55865 7.26159 -1.0 -0.3 -0.2
B -3.69785 2.55006 6.46341 0.2 0.0 0.1
H 2.42017 1.90721 5.60067 -0.1 0.2 -0.2
H -2.30476 -1.37169 -1.33325 -0.2 0.2 0.0
H 5.95582 -1.90161 -10.97069 0.1 0.1 0.0
H -1.98536 -1.55293 -7.09919 -0.1 -0.1 0.1
H 0.07519 0.36565 -5.86548 0.1 0.1 -0.1
H 6.03916 -0.65310 -5.02564 -0.2 -0.2 0.0
H -2.49122 0.77350 9.32186 0.1 0.1 0.2
H 8.28224 -2.54317 -10.23346 0.0 0.0 -0.1
H -1.96105 -2.12098 0.81863 -0.1 -0.1 0.3
H -6.92069 -1.56982 -11.08753 0.1 0.1 -0.1
H -4.12962 -0.52752 8.20916 -0.1 0.2 0.0
H 0.23278 -3.65695 4.56771 0.1 -0.1 0.3
H 1.14809 4.71495 7.50204 0.2 0.0 0.0
H -7.16802 0.08397 -9.23291 -0.1 0.0 0.0
H -1.54603 0.80276 6.40686 -0.4 -0.4 0.0
H -7.42798 -1.57227 -8.65566 0.0 0.0 0.0
H -6.85781 -1.54131 2.57852 0.0 0.0 0.0
H 1.96427 1.00542 7.04065 -0.2 -0.2 -0.1
H 5.29131 -3.04328 -9.80626 0.0 0.1 0.1
H -0.23049 4.39823 8.25091 -0.1 -0.1 0.1
H 7.59096 -3.64718 -9.04726 -0.1 -0.1 0.0
H 2.20742 2.67625 2.72641 0.0 0.1 0.1
H 0.58648 -3.59678 0.04405 0.0 -0.2 0.0
H 2.69446 1.64865 9.27268 -0.1 -0.1 0.1
H 1.43176 1.28090 1.98045 -0.1 0.0 0.0
H -5.62883 -2.38451 -10.21016 0.1 0.1 0.0
H 0.36203 -2.03169 -2.45906 0.3 -0.2 0.2
H 5.70823 4.72924 9.53989 0.1 0.0 0.2
H 5.60730 6.46382 7.56580 0.2 0.1 0.1
H -1.68278 0.07526 -7.67261 -0.1 0.0 -0.2
H 0.33356 4.13853 1.97107 0.1 0.1 -0.1
H -4.79955 1.64504 5.23022 0.0 0.1 -0.3
H -0.63403 -1.45406 4.61947 0.0 0.2 -0.1
H 7.71377 -0.00927 -3.32196 0.0 0.0 0.0
H 6.81103 -0.87998 -2.07823 0.0 0.1 0.0
H 7.38272 -3.96184 -10.77948 0.0 0.0 0.0
H -0.44201 2.76978 1.17955 0.1 -0.1 -0.1
H -1.58038 0.23072 -5.31931 0.0 0.2 0.1
H -1.68270 -0.62693 -3.39037 0.0 0.2 0.2
H 0.03416 1.88788 5.48562 -0.3 -0.3 0.2
H -3.51673 2.63654 9.47454 -0.1 -0.1 -0.1
H -0.41208 -2.39234 -5.45734 0.1 -0.3 0.1
H -1.18690 -0.25646 8.87109 0.2 -0.1 -0.1
H 0.72278 3.74988 5.62703 -0.4 0.0 0.0
H -0.83343 -3.33297 -2.41011 0.1 -0.2 0.1
H 1.01126 -3.80194 2.31420 0.2 0.0 0.1
H -1.84537 -3.15878 6.74141 0.2 -0.1 0.4
H -7.38224 0.40699 1.13133 0.1 0.1 -0.1
H 4.37024 2.93332 10.60091 0.0 -0.1 0.1
H -0.73973 -0.73062 -0.84021 0.0 0.2 -0.1
H -0.42222 -1.11963 -7.78266 0.1 -0.2 0.0
H 0.65194 2.09490 3.34236 0.0 0.1 0.1
H -1.12009 -4.70074 2.55525 -0.2 -0.1 -0.2
H -1.92772 -3.12626 2.59965 -0.1 0.0 -0.2
H 0.62880 -1.36820 -4.50456 0.1 0.0 0.2
H -4.48029 4.43896 6.74954 0.0 0.1 0.4
H 0.53665 -2.16663 2.63602 -0.2 0.2 0.2
H 7.55506 -1.77481 -3.39962 0.0 0.0 -0.1
H -2.22765 -2.18534 -3.92494 -0.2 0.0 0.0
H -3.79070 -1.93840 6.33571 -0.1 -0.1 0.0
H -0.81357 -1.70478 6.90393 0.1 -0.1 0.3
H -1.30375 -4.41123 4.87689 -0.3 0.0 0.1
H -5.37270 -0.86569 1.88675 0.0 0.0 0.1
H 0.66543 -1.91030 0.43568 0.2 0.0 -0.1
H 5.24692 0.22091 -3.72331 -0.1 -0.1 0.1
H -1.71258 -3.53111 -0.26097 -0.4 -0.1 0.3
H 3.73211 3.96960 5.83197 -0.1 0.0 -0.1
H -2.92985 -0.48821 5.92457 -0.1 0.2 0.0
H -2.27216 -2.01273 4.34704 -0.1 0.1 -0.1
H -5.38056 3.26445 7.44886 -0.1 0.2 0.2
H -8.06804 -1.05513 0.42732 0.1 -0.1 -0.1
H 6.61006 5.25319 6.70798 0.2 0.1 0.0
H 5.10265 5.83731 6.01056 0.1 0.1 -0.2
H -2.94606 -1.71322 8.68977 -0.1 -0.1 0.2
H -5.90809 -0.73979 -8.31843 0.0 -0.1 0.0
H -6.05430 -2.35073 1.22960 -0.1 0.0 0.0
```
Forces are in eV/Å.

---

| no. | E_LUMO (eV) |
| --- | --- |
| 1 | 0.68 |
| 2 | 1.54 |